Entry 1:
Density functional theory data (ωB97M-V/def2-TZVPD) for a 8-piece molecular cluster, C17H45F8N6O10PS2 overall at a distorted geometry.

The geometry in ORCA input format:
```
! RIJCOSX wB97M-V def2-TZVPD def2/J DEFGRID3
* xyz 2 1
C -0.2610 -0.6970 -0.5601
C 0.2405 0.5120 0.1098
O -0.5636 1.1472 1.0728
H -0.6627 -0.4100 -1.5422
H -1.1216 -1.2096 -0.1222
H 0.4753 -1.4296 -0.9053
H 0.5965 1.2210 -0.6516
H 1.2039 0.2124 0.5485
C -3.9412 -2.2448 0.1913
C -4.2499 -0.9040 0.8375
O -5.2214 -0.2747 0.6202
N -3.1211 -0.2692 1.6510
H -2.4541 -0.9620 1.9873
H -2.5156 0.2419 0.9925
C -3.6603 0.5061 2.8461
H -3.3235 -2.2060 -0.7084
H -4.8010 -2.8380 -0.1143
H -3.4015 -2.8843 0.8958
H -4.2521 -0.1689 3.4614
H -4.3868 1.1819 2.3996
H -2.8813 0.9935 3.4220
C 3.8024 -6.2237 2.2652
C 4.2163 -4.8489 1.8357
O 5.3306 -4.4682 1.8654
N 3.0824 -3.8969 1.3897
H 2.7015 -4.1351 0.4709
H 2.2114 -4.0217 1.9079
C 3.3457 -2.3811 1.3649
H 3.0532 -6.1615 3.0525
H 4.7506 -6.6447 2.5960
H 3.5369 -6.8596 1.4189
H 2.5905 -1.8176 0.8137
H 4.3046 -2.0786 0.9509
H 3.2311 -2.0040 2.3789
C 1.0943 1.1580 -4.4188
C 1.8112 0.0145 -3.8180
O 2.4172 -0.0613 -2.7956
N 1.7618 -1.3033 -4.6967
H 1.3713 -1.0097 -5.5907
H 2.7699 -1.4035 -4.8273
C 1.0828 -2.4016 -3.9468
H 1.5772 2.0537 -4.0272
H 0.0330 1.2565 -4.1725
H 1.1429 1.1561 -5.5085
H 0.0606 -2.0338 -3.8377
H 1.6431 -2.5027 -3.0242
H 0.9736 -3.2742 -4.5867
C -3.9384 4.1539 -1.4035
C -2.9782 3.1299 -0.8042
O -3.2625 2.0218 -0.5152
N -1.5330 3.5396 -0.5518
H -1.2075 2.7368 -0.0095
H -1.0254 3.6049 -1.4314
C -1.4830 4.8269 0.2959
H -4.8372 3.5993 -1.6663
H -3.5447 4.6959 -2.2617
H -4.2903 4.8747 -0.6627
H -2.1623 4.6502 1.1271
H -1.7650 5.7558 -0.1890
H -0.4452 4.7734 0.6176
C 0.4809 -0.5233 4.1534
C 0.9679 0.8078 4.5842
O 1.3161 1.0152 5.6947
N 0.9465 1.9021 3.5057
H 1.9091 2.1845 3.3044
H 0.5481 1.4856 2.6502
C 0.2635 3.1449 3.9990
H 0.3327 -1.2963 4.9060
H 1.1334 -1.0085 3.4254
H -0.5304 -0.4121 3.7505
H -0.6932 3.2577 3.4893
H 0.8236 4.0004 3.6230
H 0.1230 3.2725 5.0682
P 4.2640 1.4622 1.7174
F 5.1049 2.4689 0.7702
F 3.1712 2.6967 1.9538
F 3.5313 0.8424 0.3844
F 3.2772 0.5175 2.5758
F 5.4106 0.3479 1.7285
F 4.9237 2.0615 3.0837
N -3.1778 -1.1966 -4.5434
S -2.7733 0.0000 -3.6148
O -3.1696 1.3095 -4.0881
O -1.5395 -0.1129 -2.8446
F -3.8430 -0.4156 -2.4850
S -1.7249 -1.3083 -5.3445
O -0.8047 -2.2827 -4.8191
O -1.1574 -0.1387 -5.9683
F -2.2347 -2.0702 -6.6968
*
```

Values from the calculation:
LUMO energy = -0.198 hartree
Gap between HOMO and LUMO = 7.743 eV
Electronic energy = -3691.7474 hartree

Entry 2:
Density functional theory data (ωB97M-V/def2-TZVPD) for a 3-piece molecular cluster, C17H45FN3O4PSi overall.

The geometry in ORCA input format:
```
! RIJCOSX wB97M-V def2-TZVPD def2/J DEFGRID3
* xyz 0 1
C 7.7500 -3.0536 -0.8169
C 7.6653 -1.5758 -0.4524
P 6.2490 -0.5465 -1.1215
C 5.3578 -0.0288 0.4293
Si 4.7646 -1.9627 -2.0749
N 4.2014 -1.0869 -3.4690
C 3.3370 -2.4538 -0.9528
C 3.6920 -3.3140 0.2515
F 3.3011 -2.6709 1.4300
H 6.8630 -3.6012 -0.4906
H 8.6210 -3.5154 -0.3459
H 7.8403 -3.1956 -1.8955
H 8.5736 -1.0743 -0.7971
H 7.6442 -1.4576 0.6347
H 4.5335 -0.6750 0.7322
H 6.0808 -0.0111 1.2482
H 4.9777 0.9864 0.3082
H 5.3963 -3.2249 -2.5341
H 4.2939 -0.0820 -3.3873
H 3.2464 -1.2853 -3.7444
H 2.5904 -2.9608 -1.5741
H 2.8412 -1.5491 -0.5872
H 4.7637 -3.5016 0.3617
H 3.1812 -4.2774 0.2360
C 0.3597 4.8351 0.5934
O 1.3470 3.9008 0.9705
C 1.2063 3.4004 2.2961
C 0.9663 1.9075 2.2684
N -0.3196 1.6110 1.6620
C -0.5966 0.1939 1.4668
C 0.3075 -0.5649 0.5059
O 0.1981 -0.1365 -0.8442
C 1.0978 0.8819 -1.2305
H 0.6076 5.1754 -0.4105
H -0.6448 4.3963 0.5863
H 0.3463 5.7003 1.2654
H 0.3744 3.9023 2.7996
H 2.1261 3.6155 2.8466
H 0.9707 1.5290 3.2957
H 1.8170 1.4403 1.7495
H -0.3765 2.0885 0.7705
H -1.6234 0.0951 1.1055
H -0.5528 -0.3055 2.4407
H 0.0038 -1.6150 0.5208
H 1.3589 -0.5304 0.8164
H 2.0616 0.7778 -0.7181
H 0.7209 1.8879 -1.0227
H 1.2588 0.7881 -2.3048
C -3.3459 -1.0431 -1.3153
O -3.6904 -0.2151 -0.2235
C -4.0275 1.1207 -0.5753
C -5.4640 1.4151 -0.2044
N -6.3706 0.6222 -1.0150
C -7.7780 0.7394 -0.6659
C -8.2012 0.2602 0.7184
O -8.0334 -1.1333 0.9066
C -6.7947 -1.5309 1.4583
H -3.0140 -1.9937 -0.9008
H -4.1961 -1.2201 -1.9837
H -2.5258 -0.6130 -1.8991
H -3.8770 1.2754 -1.6482
H -3.3634 1.7985 -0.0297
H -5.6636 2.4769 -0.3830
H -5.5727 1.2426 0.8765
H -6.0907 -0.3498 -0.9649
H -8.3538 0.1786 -1.4057
H -8.0719 1.7906 -0.7638
H -9.2690 0.4624 0.8326
H -7.6764 0.8053 1.5125
H -6.4245 -0.7925 2.1774
H -6.0188 -1.6784 0.7011
H -6.9571 -2.4746 1.9778
*
```

Values from the calculation:
LUMO energy = 0.027 hartree
Gap between HOMO and LUMO = 9.004 eV
Electronic energy = -1870.5788 hartree

Entry 3:
Density functional theory data (ωB97M-V/def2-TZVPD) for a 3-piece molecular cluster, C17H45N6O2 overall.

The geometry in ORCA input format:
```
! RIJCOSX wB97M-V def2-TZVPD def2/J DEFGRID3
* xyz 1 1
C -2.2483 -1.0163 -0.9482
C -1.0721 -1.6042 -0.1975
C -1.5061 -2.7131 0.7872
C -0.9953 -4.1127 0.3959
C -0.4832 -4.9450 1.5781
C 0.9906 -5.2770 1.4977
N 1.8309 -4.1948 2.0173
C 3.0659 -4.0179 1.7403
N 3.7075 -2.9464 2.3580
N 3.7786 -4.8202 0.8833
C 3.7159 -4.3714 -0.5522
N 3.8513 -5.4744 -1.4753
C 2.7584 -5.5854 -2.4362
H -1.9415 -0.1357 -1.4973
H -2.6769 -1.7078 -1.6656
H -3.0232 -0.6877 -0.2713
H -0.6384 -0.7920 0.3694
H -0.3585 -2.0005 -0.9084
H -2.5844 -2.7267 0.7606
H -1.2124 -2.4683 1.8005
H -0.2629 -4.0434 -0.4007
H -1.8418 -4.6372 -0.0187
H -0.7276 -4.4879 2.5299
H -1.0007 -5.8923 1.5734
H 1.2532 -5.4725 0.4690
H 1.1978 -6.1755 2.0666
H 1.4457 -3.5143 2.6695
H 4.5349 -3.3572 2.7953
H 4.1029 -2.3618 1.6175
H 3.5268 -5.7972 0.9933
H 2.7563 -3.8783 -0.7182
H 4.4946 -3.6316 -0.6996
H 3.9454 -6.3447 -0.9680
H 1.7983 -5.8639 -1.9903
H 2.9985 -6.3605 -3.1440
H 2.6099 -4.6525 -2.9572
C -4.5934 4.9887 -0.3513
C -5.0996 3.9538 -1.3511
C -4.6108 2.5261 -1.0631
O -3.2671 2.2748 -1.4362
C -2.3009 2.6885 -0.4862
N -4.7589 4.3953 -2.7061
H -3.5448 5.2379 -0.5140
H -5.1611 5.9130 -0.4502
H -4.7058 4.6339 0.6755
H -6.1904 3.9331 -1.2735
H -5.2109 1.8361 -1.6628
H -4.7706 2.2566 -0.0104
H -2.6569 2.5632 0.5410
H -2.0123 3.7266 -0.6594
H -1.4113 2.0701 -0.6239
H -5.1840 3.7665 -3.3822
H -3.7592 4.2607 -2.8341
C 3.5697 4.1756 0.6903
C 2.3279 4.1716 1.5761
C 1.0295 3.8513 0.8188
O 0.5105 4.9190 0.0529
C 1.0855 5.0680 -1.2345
N 2.2546 5.4444 2.2956
H 3.6270 5.0690 0.0701
H 4.4686 4.1552 1.3057
H 3.5903 3.3021 0.0342
H 2.4608 3.3783 2.3190
H 0.2571 3.6247 1.5604
H 1.1450 2.9521 0.1966
H 1.3399 4.1000 -1.6760
H 1.9723 5.7040 -1.2034
H 0.3470 5.5572 -1.8689
H 1.4906 5.4101 2.9652
H 1.9713 6.1610 1.6319
*
```

Values from the calculation:
LUMO energy = -0.141 hartree
Gap between HOMO and LUMO = 6.761 eV
Electronic energy = -1153.4200 hartree

Q: Among the records above, which one has the highest electronic energy?
A: C17H45N6O2